# 1
A structure of composition C5H9Br3O in a non-equilibrium geometry, computed with ωB97M-V/def2-TZVPD.

Geometry (Å):
C -1.02945 -1.17778 -1.08548
C -1.35518 1.29020 -0.21987
C -0.34620 0.10968 -0.63130
C 0.51202 -0.34922 0.59544
C 1.96188 0.15026 0.50817
O -0.18946 0.06960 1.71644
Br 2.86845 -0.37004 2.19774
Br 2.65665 -0.79876 -0.99741
Br 2.15915 2.05364 0.36254
H -0.24208 -1.95406 -1.37270
H -1.75390 -1.50473 -0.42769
H -1.46919 -0.98746 -2.03549
H -2.16054 1.42404 -0.92744
H -0.82006 2.23977 -0.01548
H -1.98256 1.10521 0.70250
H 0.33973 0.48828 -1.53646
H 0.62571 -1.47284 0.62860
H 0.22502 -0.31577 2.53790

Output
E ... -217504.9281 eV

=====

# 2
A cluster of 8 separate species, C44H46N8O5 in total in a non-equilibrium geometry, computed with ωB97M-V/def2-TZVPD.

Geometry (Å):
C 5.74303 -4.75411 -2.57774
C 5.92065 -3.94108 -3.86180
O 6.99980 -3.55179 -4.19406
O 4.80885 -3.62893 -4.62385
C 4.21432 -2.44201 -4.02457
C 2.80531 -2.24621 -4.61750
C 1.65966 -2.13883 -3.58142
C 1.92018 -1.57140 -2.18428
O 2.83176 -0.95410 -1.73491
O 0.76260 -1.88720 -1.48777
C 0.11127 -3.02672 -2.05094
C 0.81028 -3.39378 -3.40263
N 1.64380 -4.60724 -3.12662
C 1.17336 -5.57097 -3.73790
O 0.86877 -6.46058 -4.41683
H 4.68029 -4.76389 -2.30551
H 6.24909 -4.18955 -1.78965
H 6.14338 -5.76081 -2.67877
H 4.84419 -1.60661 -4.35429
H 4.23040 -2.55074 -2.93720
H 2.80402 -1.39991 -5.29757
H 2.59690 -3.13971 -5.21548
H 1.01317 -1.35695 -4.01224
H 0.35141 -3.85927 -1.38204
H -0.97415 -2.90482 -2.05268
H 0.11254 -3.46768 -4.23955
N -0.37758 0.15161 2.26417
C 0.33557 1.07885 2.90724
C 1.48807 1.65626 2.39615
C 1.93039 1.24535 1.14763
C 1.20516 0.28190 0.46469
C 0.06713 -0.22591 1.06369
H -0.04544 1.36757 3.88011
H 2.02097 2.40629 2.96235
H 2.82728 1.66934 0.71275
H 1.50502 -0.07550 -0.50411
H -0.52688 -0.97832 0.56113
N 1.64310 -1.91453 -7.57710
C 2.25991 -0.77379 -7.89145
C 2.71684 -0.46751 -9.16278
C 2.52835 -1.39969 -10.16951
C 1.89246 -2.59159 -9.86605
C 1.47012 -2.79695 -8.56216
H 2.39074 -0.07297 -7.07313
H 3.20808 0.47577 -9.35783
H 2.87227 -1.19983 -11.17635
H 1.72632 -3.34586 -10.62269
H 0.96444 -3.71441 -8.28104
N -1.40553 -5.68686 0.79617
C -1.21616 -6.64123 -0.11577
C -2.23856 -7.40777 -0.65285
C -3.53290 -7.17338 -0.21655
C -3.75141 -6.18799 0.73159
C -2.65858 -5.47692 1.20239
H -0.18672 -6.79171 -0.42496
H -2.02583 -8.16766 -1.39263
H -4.35967 -7.75061 -0.61082
H -4.74575 -5.97340 1.09758
H -2.78084 -4.69297 1.94201
N 0.35381 3.99978 4.56046
C 0.97943 4.99416 5.19302
C 0.32556 6.06988 5.77336
C -1.05626 6.12004 5.68997
C -1.72505 5.09801 5.03484
C -0.97465 4.06625 4.49177
H 2.06047 4.91475 5.23082
H 0.88254 6.84856 6.27524
H -1.60322 6.94518 6.12905
H -2.80336 5.09977 4.94665
H -1.45323 3.24191 3.97158
N -3.91735 0.14138 8.22969
C -3.30426 1.28715 7.93281
C -2.84300 1.60868 6.66554
C -3.02379 0.68628 5.64691
C -3.65668 -0.51136 5.93513
C -4.08333 -0.73175 7.23572
H -3.18103 1.97695 8.76075
H -2.35358 2.55575 6.48175
H -2.67595 0.89602 4.64189
H -3.81609 -1.25792 5.16913
H -4.58628 -1.65376 7.50642
N 0.52040 9.42293 4.79617
C 0.17877 8.89721 3.61927
C 0.59138 9.40658 2.39811
C 1.40290 10.52911 2.39663
C 1.76816 11.09227 3.60861
C 1.30324 10.50206 4.77349
H -0.45956 8.02204 3.67049
H 0.28451 8.93582 1.47422
H 1.74631 10.95910 1.46416
H 2.39980 11.96895 3.65078
H 1.56639 10.90667 5.74468
N -4.67639 -2.16355 -0.59036
C -5.58888 -1.23565 -0.88058
C -5.39710 0.12324 -0.68149
C -4.19043 0.54454 -0.14592
C -3.23043 -0.40370 0.16678
C -3.52148 -1.73619 -0.07658
H -6.51849 -1.61089 -1.29468
H -6.17313 0.83116 -0.93947
H -4.00064 1.59677 0.02589
H -2.27812 -0.12036 0.58675
H -2.79719 -2.51447 0.14642

Output
SMILES ... CC(=O)OCC[C@@H]1C(=O)OC[C@@H]1N=C=O.c1ccncc1.c1ccncc1.c1ccncc1.c1ccncc1.c1ccncc1.c1ccncc1.c1ccncc1
E ... -68530.2244 eV

=====

# 3
A cluster of 2 separate species, C2H6O2 in total in a non-equilibrium geometry, computed with ωB97M-V/def2-TZVPD.

Geometry (Å):
C 2.32613 -0.33615 -0.17236
O 1.81203 0.86342 0.39236
H 3.39558 -0.29564 -0.43021
H 1.70569 -0.76172 -0.96352
H 2.34124 -1.05270 0.65500
H 1.65665 1.46342 -0.32124
O -2.84041 -0.65783 0.09398
C -1.94966 0.06381 -0.23963
H -0.88461 -0.19650 -0.27561
H -2.04790 1.17817 -0.22294

Output
SMILES ... C=O.CO
E ... -6264.5778 eV

=====

# 4
A structure of composition Cl2O8Sr4 in a non-equilibrium geometry, computed with ωB97M-V/def2-TZVPD.

Geometry (Å):
Sr -4.25122 0.18453 -24.01264
Sr -8.52418 -9.73807 -27.52011
Sr 0.25370 -5.38457 -25.04377
Sr -3.83670 -6.31623 -32.29247
Cl -11.70240 -3.14971 -29.37597
O -11.04149 -4.28153 -29.69477
O -13.16918 -3.03478 -29.92491
O -11.61625 -2.84061 -27.87638
O -11.03933 -1.96844 -29.96949
Cl -5.23565 -4.92317 -26.95348
O -4.94889 -4.08524 -28.12463
O -5.16551 -4.15333 -25.80294
O -6.56911 -5.46638 -26.83944
O -4.18163 -5.88989 -26.69305

Output
Net charge ... +6
E ... -44672.2840 eV

=====

Across the entries above, HOMO takes the values -10.3; -9.2; -10.2; -18.2 eV, respectively.
Across the entries above, ΔE to the lowest compared entry with this formula, charge and spin takes the values 9.9; 0.0; 38.7; 90.8 kcal/mol, respectively.